[1]
6 unconnected molecules or ions with the total composition C8H28N8O6 at a distorted geometry. Source: OMol25; level of theory: ωB97M-V/def2-TZVPD.

Structure (XYZ):
```
50
Properties=species:S:1:pos:R:3:forces:R:3
C -17.412 10.560 -11.690 -2.147 -0.201 0.855
C -16.247 11.475 -11.871 -0.005 0.051 -0.520
O -15.155 10.673 -12.223 1.247 -0.248 -0.400
H -17.746 9.896 -12.487 0.996 0.223 -0.720
H -18.351 11.089 -11.526 -0.006 0.442 0.458
H -17.306 9.872 -10.851 0.278 0.169 0.295
H -15.925 12.055 -11.006 -0.720 0.043 0.444
H -16.424 12.217 -12.650 0.040 -0.185 -0.258
H -14.880 10.283 -11.390 0.335 -0.283 -0.152
C -18.243 18.247 -6.182 -0.702 0.797 0.031
C -18.727 17.131 -5.279 0.643 -0.446 -2.225
O -17.671 16.167 -5.417 0.541 0.028 1.074
H -18.068 17.888 -7.197 0.001 -0.078 0.107
H -17.355 18.781 -5.843 0.099 -0.337 0.238
H -19.034 18.996 -6.218 -0.076 0.172 -0.217
H -19.552 16.645 -5.800 -0.682 0.357 0.391
H -19.042 17.531 -4.315 0.503 -0.560 0.424
H -17.819 15.352 -4.931 -0.309 0.068 0.162
C -11.040 15.556 -2.422 1.255 -1.171 -3.076
O -10.565 15.709 -3.539 1.147 1.253 -0.080
N -10.479 15.547 -1.264 4.675 1.694 3.910
N -12.184 15.016 -2.302 -7.699 -2.469 -0.733
H -10.934 15.351 -0.384 0.176 0.083 -0.502
H -9.493 15.765 -1.270 -0.190 0.114 0.459
H -12.680 14.788 -1.452 0.468 0.209 -0.096
H -12.698 14.775 -3.137 0.182 0.300 0.073
C -9.875 12.770 -9.109 -0.117 1.112 0.782
O -10.964 12.934 -8.649 -2.510 -0.004 1.168
N -8.763 13.144 -8.531 3.099 1.337 3.238
N -9.641 12.256 -10.266 -0.576 -1.945 -5.397
H -8.899 13.460 -7.581 0.317 0.224 -0.147
H -7.995 13.546 -9.049 -0.220 -0.254 0.187
H -8.737 12.213 -10.715 -0.192 0.047 0.391
H -10.431 12.366 -10.886 0.162 -0.477 -0.215
C -12.621 18.645 -8.368 -2.466 2.121 -1.088
O -13.186 19.644 -8.720 -1.438 2.245 -0.630
N -13.186 17.474 -8.302 -1.885 -4.435 0.325
N -11.382 18.605 -8.071 5.161 -0.348 1.166
H -14.137 17.318 -8.001 0.240 0.256 -0.339
H -12.549 16.690 -8.302 -0.629 -0.209 0.230
H -11.115 17.785 -7.545 0.951 0.664 -0.070
H -10.795 19.394 -8.302 0.024 -0.380 0.413
C -16.022 18.199 -13.832 -2.108 0.328 -0.953
O -16.505 18.147 -14.924 -0.322 -0.283 -3.127
N -16.596 18.892 -12.898 -2.654 3.190 3.672
N -15.017 17.540 -13.383 4.374 -2.741 0.862
H -17.467 19.362 -13.098 0.308 -0.207 -0.082
H -16.297 18.904 -11.934 -0.036 0.065 -0.309
H -14.400 17.120 -14.064 0.000 -0.053 0.475
H -14.751 17.674 -12.418 0.468 -0.276 -0.493
```
Positions in Å, forces in eV/Å.

Results
Electronic energy (eV): -32955.875
SMILES: NC(N)=O.NC(N)=O.NC(N)=O.NC(N)=O.CCO.CCO
Energy relative to the best compared isomer or geometry (same formula, charge and spin) (eV): 1.749
Multiplicity: 1
LUMO energy (eV): 0.28

---

[2]
A molecular structure, C8H2N2S3SbSe4W at a distorted geometry. Source: OMol25; level of theory: ωB97M-V/def2-TZVPD.

Structure (XYZ):
```
21
Properties=species:S:1:pos:R:3:forces:R:3
W 2.546 0.082 -1.167 2.124 -0.085 4.218
S 2.303 -0.454 1.159 -0.182 0.602 -0.016
C 0.535 -0.491 1.225 0.085 -0.214 -0.052
C -0.143 -0.015 2.337 0.106 -0.007 0.079
C -1.530 0.057 2.333 -0.162 0.152 0.380
C -2.214 0.574 3.499 0.105 -0.129 -0.222
N -2.740 0.974 4.441 0.076 -0.031 -0.111
C -2.244 -0.351 1.201 -0.406 -0.024 -0.095
C -1.565 -0.860 0.099 0.045 -0.084 -0.012
C -0.176 -0.952 0.107 0.093 -0.121 -0.030
S 0.746 -1.589 -1.246 -0.454 0.075 0.054
C -3.688 -0.243 1.167 0.291 -0.032 0.025
N -4.835 -0.165 1.141 0.124 -0.014 -0.015
H 0.408 0.328 3.203 -0.019 0.012 -0.033
H -2.113 -1.160 -0.784 -0.029 -0.031 0.019
Se 3.479 2.140 -4.948 0.098 0.033 0.296
Sb 2.049 0.661 -3.764 -0.867 0.648 -3.926
Se 3.425 -1.377 -2.911 -0.324 0.011 -0.533
Se 1.205 1.976 -1.496 0.050 -0.199 -0.416
Se 0.071 -0.113 -4.836 -0.002 -0.006 0.167
S 4.480 0.977 -0.759 -0.750 -0.555 0.223
```
Positions in Å, forces in eV/Å.

Results
Electronic energy (eV): -313567.094
Energy relative to the best compared isomer or geometry (same formula, charge and spin) (eV): 1.393
Multiplicity: 1
Total charge: -1
LUMO energy (eV): -0.20

---

[3]
7 unconnected molecules or ions with the total composition C8H30O7. Source: OMol25; level of theory: ωB97M-V/def2-TZVPD.

Structure (XYZ):
```
45
Properties=species:S:1:pos:R:3:forces:R:3
C 19.580 16.761 20.262 0.033 0.081 0.048
O 19.032 15.840 19.345 -0.022 0.122 0.002
H 20.545 17.109 19.890 0.012 -0.114 -0.036
H 18.949 17.652 20.391 -0.053 -0.125 0.017
H 19.735 16.293 21.241 0.074 0.092 0.003
H 18.452 15.249 19.847 0.015 -0.103 -0.038
C 18.655 12.333 16.296 -0.178 0.127 0.149
O 17.260 12.592 16.405 0.202 -0.094 -0.111
H 18.899 11.308 16.598 0.035 0.018 -0.066
H 18.933 12.474 15.255 0.019 -0.053 -0.064
H 19.241 13.029 16.905 0.011 -0.018 -0.020
H 17.036 12.530 17.340 -0.044 0.032 0.070
C 16.911 16.464 22.793 -0.089 0.537 -0.543
O 16.858 17.492 23.775 0.012 -0.198 -0.020
H 17.871 15.947 22.786 -0.109 -0.249 0.191
H 16.073 15.795 22.970 0.133 -0.184 0.219
H 16.761 16.864 21.780 0.048 0.012 0.129
H 17.629 18.053 23.654 -0.013 0.050 0.010
C 17.295 11.422 24.256 0.044 -0.265 -0.158
O 17.243 12.651 23.547 -0.272 0.223 -0.039
H 18.318 11.060 24.192 0.027 0.025 0.089
H 17.014 11.556 25.301 0.069 -0.047 0.047
H 16.644 10.669 23.798 -0.002 0.050 0.078
H 16.377 13.037 23.715 0.042 0.098 0.002
O 17.697 13.844 20.866 -0.135 0.154 0.102
H 17.522 13.623 21.789 0.187 -0.146 0.029
H 17.300 13.127 20.349 0.027 -0.021 -0.095
C 16.097 9.936 20.437 0.116 0.348 -0.009
C 16.607 10.523 19.139 -0.330 0.214 -0.084
O 16.483 11.964 19.122 0.005 -0.270 0.046
H 16.516 10.505 21.269 0.052 -0.111 0.065
H 16.404 8.895 20.524 -0.125 -0.069 0.047
H 15.011 10.016 20.489 -0.029 -0.141 0.058
H 16.045 10.131 18.289 0.170 -0.115 -0.069
H 17.662 10.307 18.997 0.071 0.087 -0.057
H 15.546 12.183 19.071 -0.004 0.036 0.020
C 20.277 11.917 19.969 -0.247 0.016 -0.049
C 21.119 12.183 21.195 0.524 0.143 -0.183
O 22.352 12.784 20.762 -0.287 -0.160 -0.044
H 19.403 11.308 20.221 0.083 0.038 0.108
H 20.855 11.380 19.217 0.067 0.006 0.018
H 19.902 12.846 19.542 0.128 0.027 -0.023
H 21.346 11.247 21.716 -0.116 0.009 0.055
H 20.614 12.871 21.878 -0.173 -0.110 0.056
H 22.945 12.834 21.515 0.020 0.048 0.050
```
Positions in Å, forces in eV/Å.

Results
Electronic energy (eV): -23113.061
SMILES: CCO.CCO.CO.CO.CO.CO.O
Energy relative to the best compared isomer or geometry (same formula, charge and spin) (eV): 1.620
Multiplicity: 1
LUMO energy (eV): 0.26

---

[4]
A molecular structure, C8H32Al3O16P2 at a distorted geometry. Source: OMol25; level of theory: ωB97M-V/def2-TZVPD.

Structure (XYZ):
```
61
Properties=species:S:1:pos:R:3:forces:R:3
Al 0.880 3.235 3.238 -0.353 -0.563 -0.403
Al 2.703 2.345 -0.929 -3.153 -0.090 0.781
Al -2.155 3.882 -0.367 0.542 -0.644 0.036
P -0.255 1.069 0.496 0.208 2.208 -0.338
O -0.783 -0.368 0.403 -0.218 0.862 0.671
O -1.006 2.013 1.493 -0.154 -0.685 -0.055
O -0.163 1.784 -0.859 -0.139 -0.337 -0.634
O 1.191 1.124 1.037 1.999 0.165 -0.209
P 1.142 5.348 -0.328 -0.119 -2.348 0.906
O 2.273 4.929 -1.309 0.206 -1.925 -0.175
O 1.577 6.411 0.656 -0.453 0.710 -0.207
O 0.708 4.069 0.422 0.794 0.296 0.150
O -0.216 5.913 -0.785 0.586 0.207 -0.177
C -1.946 -2.623 -2.015 0.904 0.142 0.887
O -0.983 -1.596 -1.814 -0.343 0.342 -0.188
H -1.586 -3.514 -1.478 -0.049 -0.235 -0.182
H -2.841 -2.345 -1.447 -0.494 -0.098 -0.573
H -2.032 -2.843 -3.074 -0.380 0.109 0.073
H -1.141 -1.182 -0.925 0.473 -0.384 -0.545
C 4.372 -1.009 0.856 0.976 0.602 1.130
O 3.441 -0.354 0.001 0.039 0.282 -0.781
H 4.382 -0.483 1.817 -0.245 -0.316 0.204
H 4.083 -2.051 1.010 -0.195 0.026 -0.053
H 5.417 -0.978 0.551 -0.297 0.108 -0.854
H 2.581 -0.622 0.392 -0.328 0.252 -0.096
C -4.317 0.009 0.113 0.446 -0.128 -0.665
O -3.358 1.032 0.321 -0.181 0.056 -0.006
H -4.366 -0.726 0.921 -0.227 0.352 0.374
H -5.261 0.463 -0.168 -0.058 -0.088 0.308
H -3.953 -0.600 -0.730 -0.153 -0.046 -0.259
H -2.543 0.614 0.636 -0.104 -0.102 0.049
C 1.626 -0.313 -4.007 1.677 0.437 -2.180
O 1.424 0.479 -2.848 -0.017 0.013 0.540
H 2.668 -0.266 -4.343 0.264 0.031 0.724
H 1.411 -1.380 -4.018 -0.567 0.148 0.812
H 1.210 0.195 -4.885 -0.786 -0.141 0.259
H 0.552 0.233 -2.508 0.087 0.252 0.478
C 2.149 -0.703 4.325 -0.478 -0.079 1.371
O 1.252 0.216 3.704 -0.024 0.511 -0.503
H 3.203 -0.564 4.079 -0.110 -0.096 -0.491
H 2.075 -0.502 5.395 0.052 0.003 -0.026
H 1.766 -1.713 4.179 0.442 -0.104 -0.260
H 1.094 -0.109 2.810 0.061 0.091 -0.056
C -1.678 -1.316 3.709 0.415 0.727 -0.340
O -1.189 -1.919 2.540 -0.014 -0.891 0.638
H -2.775 -1.356 3.772 -0.255 0.096 -0.318
H -1.348 -1.763 4.646 0.395 -0.502 -0.390
H -1.368 -0.267 3.682 -0.280 0.262 0.253
H -1.118 -1.313 1.773 -0.441 0.239 0.247
C -2.607 0.951 -3.775 0.567 -0.128 -0.165
O -2.332 1.537 -2.500 -0.493 -0.339 0.280
H -3.658 1.027 -4.045 0.039 0.461 0.084
H -1.947 1.461 -4.484 -0.374 0.000 -0.401
H -2.335 -0.107 -3.796 0.046 -0.003 0.200
H -1.677 0.972 -2.071 0.049 0.236 0.206
C 1.412 -3.002 -0.042 0.501 -1.665 -1.243
O 1.342 -1.997 0.925 0.740 0.940 -0.133
H 0.740 -3.828 0.214 -0.298 0.162 -0.196
H 1.292 -2.700 -1.092 -1.016 0.608 0.243
H 2.383 -3.487 -0.189 0.349 0.330 1.217
H 0.587 -1.413 0.713 -0.064 -0.330 -0.021
```
Positions in Å, forces in eV/Å.

Results
Electronic energy (eV): -79902.260
Energy relative to the best compared isomer or geometry (same formula, charge and spin) (eV): 0.000
Multiplicity: 1
Total charge: +3
LUMO energy (eV): -15.10